No. 1
DFT (ωB97M-V with the def2-TZVPD basis set) results for a 3-piece molecular cluster, C28H52BN4O7 overall in a non-equilibrium geometry.

```
! wB97M-V def2-TZVPD RIJCOSX def2/J DEFGRID3
* xyz 1 3
N 0.050 4.620 -0.095
C -0.962 3.997 -1.080
C -1.013 5.010 -2.369
O -1.026 6.441 -1.920
C -2.165 4.664 -3.482
C -3.568 4.076 -2.873
C -4.079 2.598 -3.463
N -5.405 1.978 -2.987
C -6.320 2.638 -1.961
C -5.970 4.104 -1.265
C -6.997 4.801 -0.171
B -7.906 5.912 -1.035
O -7.230 6.637 -2.129
O -9.342 6.177 -0.796
C -4.544 4.805 -1.776
C -4.143 6.257 -1.128
O -4.211 7.423 -1.813
O -3.635 6.228 0.282
H 0.895 4.969 -0.639
H 0.444 3.880 0.541
H -2.000 3.781 -0.585
H -0.434 2.991 -1.445
H 0.035 4.886 -2.927
H -1.495 6.918 -2.690
H -2.430 5.591 -4.155
H -1.712 3.849 -4.217
H -3.425 2.040 -4.290
H -5.682 1.051 -3.425
H -7.310 2.072 -1.695
H -7.795 3.997 0.205
H -6.437 5.278 0.741
H -6.991 7.574 -1.837
H -9.607 6.789 -1.570
H -3.494 5.247 0.533
C 0.602 -2.541 0.235
C -0.390 -1.484 0.808
C -1.436 -2.165 1.738
C -2.507 -2.943 0.988
C -3.185 -2.054 -0.048
C -2.176 -1.396 -1.025
N -1.028 -0.722 -0.320
O -1.512 0.489 0.209
C -1.652 -2.483 -2.002
C -2.962 -0.419 -1.961
C 0.515 -0.594 1.728
H 0.446 -3.531 0.676
H 0.552 -2.649 -0.848
H 1.648 -2.266 0.421
H -1.936 -1.403 2.353
H -0.935 -2.836 2.446
H -2.073 -3.831 0.519
H -3.259 -3.308 1.701
H -3.917 -2.653 -0.605
H -3.762 -1.281 0.476
H -0.851 -2.088 -2.638
H -2.448 -2.831 -2.671
H -1.285 -3.379 -1.496
H -3.515 0.346 -1.404
H -3.708 -0.958 -2.557
H -2.285 0.085 -2.660
H 1.256 -0.040 1.138
H 1.063 -1.213 2.448
H -0.060 0.128 2.319
C 6.146 -4.020 4.150
C 5.182 -3.917 2.930
C 5.127 -5.270 2.162
C 6.364 -5.544 1.318
C 6.631 -4.381 0.370
C 6.740 -3.021 1.106
N 5.595 -2.769 2.052
O 4.479 -2.410 1.272
C 8.093 -2.977 1.868
C 6.894 -1.891 0.035
C 3.774 -3.721 3.592
H 6.512 -5.041 4.299
H 7.013 -3.363 4.082
H 5.660 -3.711 5.085
H 4.251 -5.284 1.497
H 4.982 -6.099 2.864
H 7.228 -5.732 1.961
H 6.210 -6.461 0.733
H 7.553 -4.584 -0.191
H 5.826 -4.343 -0.375
H 8.164 -2.080 2.495
H 8.939 -2.946 1.171
H 8.265 -3.855 2.495
H 6.066 -1.875 -0.684
H 7.806 -2.029 -0.557
H 6.957 -0.904 0.510
H 3.715 -2.760 4.118
H 3.578 -4.512 4.324
H 2.954 -3.763 2.866
*
```

The LUMO energy (spin up / spin down) comes out at -0.1886 / -0.1886 Eh. The energy above the lowest of the compared OMol25 structures with the same formula, charge and spin comes out at 1021.6 kJ/mol. For the HOMO energy (spin up / spin down), the calculation gives -10.424 / -11.028 eV.

No. 2
DFT (ωB97M-V with the def2-TZVPD basis set) results for a 4-piece molecular cluster, C22H38BF2N4O13S3 overall in a non-equilibrium geometry.

```
! wB97M-V def2-TZVPD RIJCOSX def2/J DEFGRID3
* xyz 1 1
C 5.277 1.315 1.079
O 5.089 0.298 0.034
B 3.997 -0.667 0.416
O 4.299 -2.097 0.071
C 2.613 -0.133 1.120
N 1.936 0.586 -0.067
C 0.457 0.457 0.229
N -0.547 0.956 -0.611
N 0.265 -0.340 1.537
C 1.500 -1.259 1.660
C 1.147 -2.455 0.600
C -0.439 -2.852 0.482
O -0.814 -3.983 1.143
O -1.409 -2.105 -0.330
C -2.540 -1.593 0.449
C -2.698 -1.555 2.078
O -3.560 -1.039 -0.263
N 1.510 -1.525 3.148
C 2.850 -1.259 3.793
O 3.981 -1.945 3.609
F 2.940 -0.095 4.753
C 1.102 -2.933 3.507
O 1.808 -4.050 3.317
F -0.225 -3.096 4.208
H 6.339 1.806 1.101
H 4.491 2.197 0.910
H 5.049 0.905 2.173
H 4.846 -1.999 -0.785
H 2.665 0.773 1.893
H 2.201 0.148 -0.996
H -0.661 0.468 -1.549
H -1.178 1.735 -0.302
H 0.270 0.273 2.399
H 1.773 -3.436 0.781
H 1.482 -2.061 -0.475
H -2.138 -0.645 2.596
H -2.434 -2.569 2.624
H -3.853 -1.370 2.308
C 0.102 -7.271 6.558
C -0.219 -6.642 5.204
C -1.729 -6.751 4.994
S -2.461 -6.764 6.623
O -3.077 -8.055 6.841
O -3.172 -5.519 6.836
C -0.927 -6.710 7.529
H 1.123 -7.045 6.880
H 0.001 -8.361 6.493
H 0.076 -5.585 5.213
H 0.329 -7.128 4.391
H -2.119 -5.902 4.427
H -1.996 -7.687 4.495
H -1.014 -7.293 8.447
H -0.715 -5.663 7.766
C -2.469 2.339 -6.102
C -1.301 1.432 -6.488
C -0.332 1.404 -5.307
S -1.317 1.699 -3.845
O -0.922 2.967 -3.271
O -1.385 0.481 -3.063
C -2.868 1.922 -4.695
H -3.304 2.245 -6.802
H -2.140 3.385 -6.105
H -1.675 0.419 -6.682
H -0.803 1.778 -7.399
H 0.168 0.436 -5.219
H 0.411 2.202 -5.381
H -3.472 2.671 -4.179
H -3.387 0.959 -4.702
C -1.436 8.179 -3.789
C -0.718 7.170 -2.894
C -0.030 6.156 -3.806
S 0.324 7.015 -5.332
O -0.465 6.419 -6.390
O 1.755 7.212 -5.448
C -0.432 8.561 -4.867
H -1.773 9.054 -3.226
H -2.316 7.709 -4.245
H 0.033 7.690 -2.287
H -1.411 6.675 -2.206
H 0.904 5.792 -3.370
H -0.687 5.313 -4.036
H -0.895 9.027 -5.739
H 0.351 9.208 -4.464
*
```

The LUMO energy comes out at -0.2084 Eh. For the HOMO energy, the calculation gives -11.712 eV.